The following is a quantum chemistry calculation of C36H66BrN11Ti as an isolated structure, from OMol25.

HOMO: -0.649 hartree
ΔE to the lowest compared entry with this formula, charge and spin: 106.2 kJ/mol
spin multiplicity: 1
charge: +4
max |F|: 0.66 eV/A
E_tot: -5435.75957 a.u.

Element x y z (Å)
Ti1 -0.8133 0.3765 -0.1053
C1 -6.1278 -0.0355 1.3580
N1 -4.7316 -0.4535 1.1301
C2 -4.5208 -1.8972 1.2792
C3 -3.7689 0.4345 0.8919
N2 -2.7369 0.1291 0.0066
C4 -3.0109 -0.9535 -0.9903
C5 -2.1901 -0.8341 -2.2682
N3 -0.7221 -0.7604 -2.0216
C6 -0.0794 -0.3499 -3.3251
C7 1.4340 -0.5078 -3.4068
N4 2.1435 0.0549 -2.2664
C8 3.4377 -0.1420 -2.3061
N5 4.2645 0.7101 -1.5874
C9 5.5269 0.2166 -1.0421
C10 4.3054 2.1210 -1.9438
N6 3.9944 -1.1491 -3.0278
C11 5.2985 -1.0219 -3.6809
C12 3.4735 -2.5063 -2.9819
C13 -0.1388 -2.0547 -1.5531
C14 0.5899 -1.7363 -0.2613
N7 -0.4168 -1.4187 0.7740
C15 -0.5903 -2.3586 1.7631
N8 0.0259 -3.5704 1.7047
C16 0.8587 -4.0471 2.8175
C17 -0.2021 -4.5361 0.6273
N9 -1.3410 -2.1145 2.8378
C18 -1.7502 -3.1970 3.7525
C19 -1.7446 -0.7934 3.2954
N10 -3.7904 1.6183 1.5253
C20 -4.4484 1.7471 2.8389
C21 -3.6033 2.9163 0.8608
H1 -6.7593 -0.6581 0.7249
H2 -6.2669 1.0015 1.0690
H3 -6.4261 -0.1806 2.3956
H4 -5.0099 -2.2057 2.2043
H5 -3.4625 -2.1258 1.3561
H6 -4.9730 -2.4546 0.4589
H7 -4.0605 -0.9151 -1.2856
H8 -2.8255 -1.9269 -0.5386
H9 -2.4772 0.0537 -2.8279
H10 -2.4240 -1.7006 -2.8928
H11 -0.4103 0.6585 -3.5540
H12 -0.5198 -0.9970 -4.0910
H13 1.7256 -0.0028 -4.3359
H14 1.6535 -1.5664 -3.5931
H15 5.4582 -0.8486 -0.8304
H16 5.7286 0.7418 -0.1057
H17 6.3796 0.3976 -1.6982
H18 3.3526 2.4204 -2.3670
H19 5.0941 2.3226 -2.6760
H20 4.5276 2.7328 -1.0659
H21 5.5415 0.0242 -3.8471
H22 5.2357 -1.5058 -4.6554
H23 6.0981 -1.5048 -3.1182
H24 2.7120 -2.5905 -2.2035
H25 4.2864 -3.1867 -2.7219
H26 3.0589 -2.8295 -3.9396
H27 0.5370 -2.4736 -2.2935
H28 -0.9324 -2.7769 -1.3836
H29 1.2443 -0.8615 -0.4587
H30 1.2558 -2.5291 0.0622
H31 0.9586 -3.2742 3.5757
H32 1.8542 -4.2754 2.4342
H33 0.4477 -4.9493 3.2709
H34 -1.0970 -4.2810 0.0662
H35 -0.3751 -5.5123 1.0813
H36 0.6484 -4.6350 -0.0506
H37 -1.7849 -4.1444 3.2253
H38 -2.7454 -2.9619 4.1234
H39 -1.0774 -3.2756 4.6055
H40 -1.7563 -0.0856 2.4774
H41 -1.0844 -0.4384 4.0907
H42 -2.7497 -0.8653 3.7074
H43 -4.5476 0.7757 3.3129
H44 -5.4300 2.2143 2.7600
H45 -3.8185 2.3831 3.4595
H46 -2.7423 2.9206 0.2076
H47 -3.4554 3.6704 1.6305
H48 -4.4992 3.1845 0.2970
C22 3.1361 -0.8881 1.9406
C23 1.9553 -0.1029 2.5068
C24 2.3578 0.5684 3.8354
C25 1.4285 0.9909 1.6093
C26 2.2690 1.7181 0.7574
C27 1.8966 2.9690 0.2836
C28 0.6511 3.5413 0.5686
C29 0.3199 4.9346 0.1330
C30 -0.2417 2.7720 1.3034
C31 0.1246 1.5023 1.8029
H49 3.3998 -1.6950 2.6242
H50 4.0219 -0.2577 1.8551
H51 2.9369 -1.3187 0.9591
H52 1.1282 -0.7861 2.7246
H53 3.1558 1.2940 3.6722
H54 2.7301 -0.1847 4.5297
H55 1.5213 1.0844 4.3088
H56 3.2580 1.3401 0.5349
H57 2.6041 3.5355 -0.3107
H58 -0.7537 5.0804 0.0102
H59 0.8260 5.1976 -0.7957
H60 0.6590 5.6455 0.8913
H61 -1.1741 3.2135 1.6291
H62 -0.4659 1.0975 2.6159
Br1 1.7581 3.9791 -3.9195
C32 0.1575 3.3905 -3.1580
C33 -1.0545 3.9132 -3.5886
C34 -2.2174 3.4054 -3.0321
C35 -2.1304 2.4404 -2.0534
N11 -0.9554 1.9620 -1.5889
C36 0.1756 2.4130 -2.1760
H63 -1.0873 4.6793 -4.3533
H64 -3.1878 3.7569 -3.3555
H65 -3.0280 2.0165 -1.6318
H66 1.1121 1.9431 -1.8905

Here are the Mulliken charges for atoms 1 to 2, given in e: -0.3888 -1.1456

---

The following is a quantum chemistry calculation of a 7-piece molecular cluster, C36H66F6N12P overall, from OMol25.

HOMO (spin up / spin down): -0.375 / -0.533 hartree
spin multiplicity: 2
charge: +4
max |F|: 5.93 eV/A
E_tot: -3007.73380 a.u.

Element x y z (Å)
C1 7.7773 -5.6502 -22.7977
C2 8.6027 -4.3916 -22.4782
N1 9.3692 -3.9180 -23.6391
C3 10.3825 -4.5330 -24.3392
C4 10.9039 -3.6782 -25.2956
N2 10.0472 -2.5917 -25.3335
C5 9.1757 -2.7457 -24.2933
C6 10.1246 -1.5036 -26.2511
H1 8.4984 -6.3066 -23.2849
H2 6.9571 -5.5735 -23.5115
H3 7.3513 -6.0133 -21.8625
H4 9.3952 -4.6035 -21.7605
H5 8.0022 -3.6043 -22.0226
H6 10.7658 -5.5099 -24.0841
H7 11.8134 -3.7436 -25.8744
H8 8.4416 -2.0676 -23.8838
H9 9.2266 -0.9090 -26.0838
H10 10.1058 -1.8139 -27.2959
H11 11.0003 -0.9020 -26.0078
C7 10.2623 6.4449 -26.5172
C8 11.7902 6.0739 -26.3546
N3 12.5649 7.3263 -26.2206
C9 12.6102 8.2499 -27.2224
C10 13.3692 9.2758 -26.6387
N4 13.9477 8.9874 -25.4632
C11 13.4529 7.6631 -25.1928
C12 14.8794 9.7548 -24.6634
H12 9.5928 5.6333 -26.2323
H13 10.2410 6.6360 -27.5901
H14 10.0025 7.3290 -25.9349
H15 12.1364 5.4664 -27.1908
H16 11.9243 5.4934 -25.4419
H17 12.1004 8.1278 -28.1666
H18 13.6477 10.1326 -27.2343
H19 13.6853 7.0776 -24.3156
H20 14.1634 10.0729 -23.9056
H21 15.1867 10.7070 -25.0958
H22 15.6740 9.1830 -24.1840
C13 11.3596 -1.4418 -29.9386
C14 10.0343 -2.2826 -30.3629
N5 8.8571 -1.5726 -30.1546
C15 7.6484 -1.7874 -30.8368
C16 6.7152 -0.8530 -30.3418
N6 7.3794 -0.1627 -29.3069
C17 8.6719 -0.5716 -29.1927
C18 6.8376 0.8872 -28.5556
H23 11.4948 -1.1294 -28.9031
H24 11.5572 -0.6424 -30.6528
H25 12.3247 -1.9112 -30.1289
H26 9.9769 -3.2127 -29.7973
H27 10.3014 -2.5720 -31.3792
H28 7.6244 -2.5811 -31.5688
H29 5.7250 -0.5540 -30.6521
H30 9.4639 -0.2313 -28.5421
H31 6.6168 0.6284 -27.5200
H32 5.9391 1.3778 -28.9299
H33 7.5211 1.7357 -28.5881
C19 10.5921 1.9448 -21.5236
C20 10.0891 1.0037 -22.6848
N7 11.3355 0.5920 -23.3804
C21 12.0117 -0.5790 -23.1038
C22 13.1580 -0.6341 -23.8540
N8 13.1403 0.5044 -24.6053
C23 11.9684 1.2212 -24.3597
C24 14.2588 0.8897 -25.4129
H34 11.0236 2.8618 -21.9248
H35 11.3119 1.5820 -20.7899
H36 9.7691 2.1968 -20.8548
H37 9.5743 1.6050 -23.4342
H38 9.5108 0.1218 -22.4092
H39 11.6310 -1.1716 -22.2851
H40 14.0053 -1.3030 -23.8860
H41 11.5771 2.1240 -24.8048
H42 15.1387 0.6671 -24.8092
H43 14.1730 1.9611 -25.5940
H44 14.3619 0.3295 -26.3422
C25 6.9156 8.1191 -35.6673
C26 7.4551 8.7046 -34.3844
N9 7.4473 7.8259 -33.1652
C27 6.4514 7.7682 -32.2746
C28 6.8817 6.8586 -31.2686
N10 8.1023 6.3006 -31.6240
C29 8.4217 6.8750 -32.7947
C30 8.9664 5.4214 -30.8710
H45 6.6354 8.7031 -36.5440
H46 6.1507 7.4124 -35.3456
H47 7.7908 7.5876 -36.0408
H48 6.8943 9.6110 -34.1566
H49 8.4844 9.0525 -34.4723
H50 5.5613 8.3710 -32.3776
H51 6.3444 6.4922 -30.4064
H52 9.3573 6.7394 -33.3168
H53 9.2356 4.5445 -31.4598
H54 8.5355 5.2798 -29.8798
H55 9.9287 5.8447 -30.5829
C31 12.7073 6.0872 -32.9591
C32 13.1686 6.6596 -31.6639
N11 14.1558 5.8145 -31.0766
C33 13.9761 4.4984 -30.6241
C34 15.2272 4.0526 -30.1676
N12 16.1234 5.1028 -30.0848
C35 15.4589 6.2042 -30.6906
C36 17.5423 5.1348 -29.6900
H56 11.9731 6.8219 -33.2896
H57 12.1533 5.1544 -32.8544
H58 13.5113 6.0122 -33.6913
H59 12.3012 6.6273 -31.0046
H60 13.6262 7.6377 -31.8126
H61 12.9850 4.0732 -30.6829
H62 15.5324 3.0656 -29.8528
H63 15.9178 7.1817 -30.7067
H64 18.0816 4.5734 -30.4529
H65 17.6267 4.8190 -28.6502
H66 18.0009 6.1230 -29.7251
P1 11.5126 2.3745 -28.2848
F1 10.1880 1.9970 -29.2116
F2 12.5504 1.8031 -29.4750
F3 11.3137 3.8053 -28.9721
F4 12.6528 2.9618 -27.2679
F5 10.4581 2.8378 -26.9959
F6 11.6879 0.9775 -27.4814

Here are the Mulliken charges for atoms 1 to 2, given in e: -1.0754 -0.4606

---

The following is a quantum chemistry calculation of C36H68CdN8O3SSi4 as an isolated structure, from OMol25.

HOMO: -0.196 hartree
ΔE to the lowest compared entry with this formula, charge and spin: 180.4 kJ/mol
spin multiplicity: 1
charge: 0
max |F|: 1.04 eV/A
E_tot: -3800.31307 a.u.

Element x y z (Å)
Cd1 -0.4885 -0.2518 -0.6673
N1 -2.7681 -0.1981 -0.4882
C1 -3.3692 0.8967 0.2811
C2 -2.3025 1.6739 1.0727
N2 -1.0988 2.0207 0.3167
C3 -0.1541 2.7699 1.2067
C4 1.9506 0.8966 1.0365
N3 1.0229 -0.2643 0.9399
C5 -1.4158 2.8616 -0.8440
C6 -0.3633 2.6766 -1.9392
N4 -0.3706 1.2734 -2.3450
H1 -2.7363 -1.0423 0.0818
H2 -3.2723 -0.4263 -1.3363
H3 -3.9088 1.5671 -0.3877
H4 -4.1105 0.5264 0.9969
H5 -2.7776 2.5788 1.4836
H6 -1.9702 1.0606 1.9127
H7 0.4626 3.3662 0.5237
H8 -0.7522 3.5104 1.7645
H9 1.9497 1.4142 0.0722
H10 2.9653 0.5277 1.1973
H11 1.5500 -1.0903 0.6701
H12 0.6363 -0.4679 1.8573
H13 -2.3774 2.5686 -1.2729
H14 -1.4776 3.9194 -0.5594
H15 -0.5895 3.3495 -2.7719
H16 0.6226 2.9275 -1.5437
H17 -1.1192 1.0614 -2.9925
H18 0.4969 0.9479 -2.7588
O1 -1.1261 -1.3410 -2.8984
S1 -1.0106 -2.6641 -2.2953
O2 -2.2330 -3.4275 -2.2126
N5 -0.3277 -2.4546 -0.8682
C7 -0.4344 -3.5227 0.0428
C8 0.1537 -4.7460 -0.2109
C9 0.0787 -5.8117 0.6980
C10 -0.6089 -5.6838 1.8700
C11 -1.2571 -4.4689 2.1694
C12 -2.0376 -4.3003 3.3333
C13 -2.6858 -3.1173 3.5460
C14 -2.5209 -2.0899 2.6081
N6 -1.7871 -2.1951 1.5239
C15 -1.1628 -3.3724 1.2688
C16 0.1001 -3.5790 -3.3633
C17 -0.1465 -4.9145 -3.6386
C18 0.7515 -5.6216 -4.4243
C19 1.8854 -4.9941 -4.9231
C20 2.1118 -3.6495 -4.6591
C21 1.2137 -2.9366 -3.8806
H19 0.6843 -4.8757 -1.1439
H20 0.5738 -6.7441 0.4582
H21 -0.6857 -6.5095 2.5662
H22 -2.1219 -5.1194 4.0367
H23 -3.3060 -2.9609 4.4175
H24 -3.0211 -1.1373 2.7566
H25 -1.0379 -5.3755 -3.2327
H26 0.5706 -6.6649 -4.6468
H27 2.5947 -5.5575 -5.5157
H28 2.9871 -3.1567 -5.0646
H29 1.3511 -1.8856 -3.6648
C22 3.3718 1.3747 -3.6242
N7 3.9571 0.1853 -3.0415
C23 5.3016 -0.1372 -3.4843
C24 5.9809 -1.0432 -2.4776
C25 5.0864 -2.2437 -2.2471
N8 3.7576 -1.8115 -1.8526
C26 3.0096 -2.7431 -1.0291
C27 3.1904 -0.6448 -2.2635
O3 2.0310 -0.3354 -1.9453
H30 4.0561 2.2170 -3.5109
H31 2.4497 1.6096 -3.1071
H32 3.1658 1.2320 -4.6903
H33 5.8537 0.7996 -3.5822
H34 5.2778 -0.6102 -4.4753
H35 6.1124 -0.5059 -1.5365
H36 6.9561 -1.3574 -2.8472
H37 5.4863 -2.8708 -1.4491
H38 5.0293 -2.8567 -3.1562
H39 3.0755 -3.7450 -1.4601
H40 1.9645 -2.4487 -0.9959
H41 3.4242 -2.7686 -0.0158
C28 5.0475 2.2781 2.1842
Si1 3.8533 1.4496 3.4514
C29 4.6587 1.8241 5.1568
C30 4.2769 -0.4294 3.2328
Si2 1.3913 2.0997 2.4613
Si3 0.2265 1.1725 4.2818
C31 1.0248 1.8647 5.8581
C32 0.3634 -0.7242 4.4102
C33 -1.6317 1.5721 4.5113
Si4 1.9042 4.4010 2.7611
C34 2.5667 5.1797 1.1513
C35 0.4054 5.4455 3.3239
C36 3.1794 4.8857 4.0827
H42 6.0531 1.8469 2.2091
H43 5.1474 3.3487 2.3749
H44 4.6664 2.1702 1.1631
H45 5.7481 1.7279 5.1150
H46 4.2935 1.1311 5.9192
H47 4.4356 2.8352 5.5026
H48 5.0429 -0.7623 3.9381
H49 4.6529 -0.6392 2.2258
H50 3.3961 -1.0600 3.3850
H51 2.1109 1.7785 5.8171
H52 0.6816 1.3370 6.7514
H53 0.7886 2.9240 5.9888
H54 1.4028 -1.0401 4.2914
H55 -0.2306 -1.2402 3.6532
H56 0.0244 -1.0806 5.3856
H57 -1.8967 2.5072 4.0119
H58 -1.8723 1.6930 5.5691
H59 -2.2798 0.7879 4.1144
H60 1.8303 5.1398 0.3451
H61 3.4550 4.6372 0.8171
H62 2.8506 6.2241 1.2938
H63 -0.4482 5.3910 2.6471
H64 0.6741 6.4995 3.4295
H65 0.0732 5.0993 4.3067
H66 4.1753 4.5006 3.8660
H67 2.8903 4.5168 5.0691
H68 3.2524 5.9740 4.1433

Here are the Mulliken charges for atoms 1 to 2, given in e: 7.0225 -0.6114

---

The following is a quantum chemistry calculation of C36H68FIN2O21P2S9 as an isolated structure, from OMol25.

HOMO: -0.300 hartree
spin multiplicity: 1
charge: 0
max |F|: 5.60 eV/A
E_tot: -7765.71794 a.u.

Element x y z (Å)
C1 2.7778 -2.6837 0.7913
C2 3.4456 -1.7971 1.3195
C3 3.9755 -0.5509 2.1252
C4 4.0221 0.7752 1.2025
C5 2.4709 1.1419 0.9125
N1 2.0994 2.5387 1.1343
C6 1.5140 3.2410 0.0610
C7 1.4127 4.0057 -0.8974
C8 1.9029 3.0387 2.4608
F1 2.7600 2.4468 3.4421
C9 0.4016 2.8541 3.0976
I1 0.4243 0.8510 4.0030
O1 -0.6606 3.2424 2.2959
C10 -1.5347 2.3865 1.6226
S1 -0.9005 0.9541 0.6446
P1 -3.1542 1.8738 2.5492
N2 -3.5718 3.2240 3.6222
O2 -2.8979 0.4949 3.4911
S2 -2.2753 3.5282 0.2446
C11 -4.0695 3.0930 -0.0419
O3 -1.6175 3.3107 -1.0568
O4 -2.2683 4.9131 0.7405
P2 0.2026 3.9263 4.6998
O5 -0.1274 5.3514 4.4254
O6 -1.1662 3.2696 5.4740
O7 1.4499 3.6637 5.7792
S3 2.4642 4.8559 2.4467
C12 3.9409 5.0687 1.3158
O8 3.0016 5.2695 3.7757
O9 1.4416 5.7709 1.9219
H1 2.3039 -3.6440 0.4645
H2 3.2318 -0.3139 2.9601
H3 4.9586 -0.7718 2.6296
H4 4.5625 0.4899 0.2451
H5 4.5316 1.5943 1.7872
H6 2.3578 0.9343 -0.2060
H7 1.8125 0.3512 1.4011
H8 1.0917 4.6155 -1.7855
H9 -1.9945 0.5276 -0.1079
H10 -4.4380 3.6337 3.2460
H11 -3.8394 2.8211 4.5380
H12 -3.6563 -0.1003 3.3103
H13 -4.3739 3.5898 -1.0227
H14 -4.7477 3.5084 0.7562
H15 -4.1881 1.9802 -0.2098
H16 -0.8648 2.5727 6.0939
H17 1.6014 4.4922 6.2900
H18 4.3648 4.0383 1.0901
H19 3.6455 5.5708 0.3517
H20 4.7673 5.6244 1.8675
C13 4.2299 -3.0646 -4.7717
C14 4.3853 -4.0589 -3.6183
C15 5.1414 -3.3453 -2.4940
S4 4.7638 -1.6035 -2.6665
O10 5.9778 -0.9003 -3.0126
O11 3.9206 -1.1885 -1.5700
C16 3.7617 -1.7639 -4.1343
H21 3.5229 -3.4209 -5.5205
H22 5.1966 -2.9144 -5.2630
H23 3.3953 -4.3603 -3.2623
H24 4.9095 -4.9635 -3.9327
H25 4.8198 -3.6887 -1.5105
H26 6.2205 -3.4678 -2.5957
H27 3.9028 -0.8950 -4.7767
H28 2.7198 -1.8339 -3.8196
C17 -4.2378 -2.3737 6.8611
C18 -5.3060 -1.5206 7.5507
C19 -6.1069 -0.8137 6.4541
S5 -6.0199 -1.8709 5.0111
O12 -5.2806 -1.1805 3.9788
O13 -7.3164 -2.4524 4.7671
C20 -4.9571 -3.1078 5.7361
H29 -3.7649 -3.0700 7.5553
H30 -3.4584 -1.7262 6.4477
H31 -5.9694 -2.1677 8.1322
H32 -4.8637 -0.8004 8.2413
H33 -7.1497 -0.6788 6.7396
H34 -5.6653 0.1493 6.1941
H35 -4.2804 -3.5054 4.9805
H36 -5.5925 -3.9039 6.1284
C21 1.1273 -0.2672 -8.6516
C22 -0.0684 -1.2243 -8.6814
C23 0.4205 -2.5855 -8.1845
S6 1.7898 -2.2531 -7.0807
O14 2.9953 -2.7887 -7.6679
O15 1.3919 -2.5561 -5.7251
C24 1.7935 -0.4812 -7.2981
H37 0.8194 0.7711 -8.7867
H38 1.8241 -0.5209 -9.4567
H39 -0.8483 -0.8512 -8.0183
H40 -0.4983 -1.3020 -9.6806
H41 -0.3596 -3.1191 -7.6420
H42 0.7909 -3.2017 -9.0048
H43 2.8146 -0.1035 -7.2567
H44 1.1980 -0.0456 -6.4931
C25 -4.6138 0.6926 -9.4260
C26 -5.8053 -0.2684 -9.4576
C27 -5.3104 -1.6299 -8.9623
S7 -3.9415 -1.2933 -7.8574
O16 -2.7325 -1.8236 -8.4461
O17 -4.3344 -1.6006 -6.5039
C28 -3.9460 0.4793 -8.0731
H45 -4.9258 1.7295 -9.5595
H46 -3.9165 0.4426 -10.2315
H47 -6.5899 0.1028 -8.7915
H48 -6.2351 -0.3460 -10.4577
H49 -6.0871 -2.1683 -8.4202
H50 -4.9377 -2.2430 -9.7838
H51 -2.9265 0.8613 -8.0318
H52 -4.5424 0.9112 -7.2674
C29 5.3580 1.0784 9.0758
C30 5.2990 2.4505 8.3989
C31 4.0687 2.4606 7.4876
S8 2.8963 1.3199 8.2176
O18 2.7193 0.2045 7.3183
O19 1.7790 2.0617 8.7534
C32 3.9431 0.7978 9.5668
H53 6.0773 1.0619 9.8964
H54 5.6587 0.3199 8.3467
H55 5.1988 3.2286 9.1617
H56 6.2086 2.6616 7.8339
H57 3.6197 3.4506 7.4286
H58 4.3092 2.1019 6.4862
H59 3.7658 -0.2536 9.7891
H60 3.6987 1.4125 10.4352
C33 -1.3481 -2.1572 -1.7783
C34 -2.5539 -3.0989 -1.8356
C35 -2.0965 -4.4623 -1.3110
S9 -0.7558 -4.1354 -0.1685
O20 0.4609 -4.6931 -0.7155
O21 -1.1950 -4.4220 1.1758
C36 -0.7245 -2.3659 -0.4030
H61 -1.6393 -1.1162 -1.9327
H62 -0.6311 -2.4273 -2.5597
H63 -3.3522 -2.7077 -1.1974
H64 -2.9547 -3.1809 -2.8477
H65 -2.8980 -4.9819 -0.7867
H66 -1.7094 -5.0906 -2.1142
H67 0.3002 -1.9993 -0.3354
H68 -1.3378 -1.9154 0.3801

Here are the Mulliken charges for atoms 1 to 2, given in e: -0.2120 -0.4756

---

Q: The highest spin multiplicity belongs to which entry?
A: C36H66F6N12P

---

Q: Which value of spin multiplicity does entry 2 give?
A: 2

---

Q: Which of these has the lowest E_tot?
A: C36H68FIN2O21P2S9